The following is a quantum chemistry calculation of a structure of composition C23H37AgNO14 in a non-equilibrium geometry, from the OMol25 dataset.

- HOMO level (alpha / beta): -0.351 / -0.351 Ha
- Spin multiplicity: 2
- E: -58600.5468 eV
- HOMO-LUMO gap (alpha / beta): 8.9542 / 6.3223 eV
- ⟨S²⟩: 0.755
- Relative energy (zero: lowest compared OMol25 entry of this formula, charge and spin): 0.00 kJ/mol
- Total charge: 0

The geometry in XYZ format:
```
76
C23H37AgNO14 (ωB97M-V with the def2-TZVPD basis set)
Ag 1.927 -0.326 2.123
C -1.605 -0.062 2.972
C -0.667 -0.215 4.172
C -0.690 -1.661 4.684
O 0.622 0.156 3.922
H -2.555 -0.542 3.197
H -1.130 -0.526 2.106
H -1.792 0.980 2.720
H -0.980 0.392 5.037
H -1.654 -1.970 5.082
H 0.046 -1.750 5.492
H -0.338 -2.418 3.980
N 0.491 -0.642 -0.436
O 0.717 0.472 0.121
O 0.174 -0.758 -1.613
O 0.653 -1.637 0.336
O 2.531 -5.698 -2.816
C 1.545 -5.129 -2.437
O 0.584 -4.715 -3.294
C -0.517 -4.152 -2.568
C -0.385 -4.712 -1.160
C 1.130 -4.740 -1.011
H -1.454 -4.363 -3.079
H -0.354 -3.069 -2.550
H -0.822 -5.709 -1.148
H -0.774 -3.982 -0.449
H 1.512 -5.516 -0.352
H 1.579 -3.766 -0.817
O 4.577 0.885 -4.354
C 3.599 1.434 -3.942
O 3.182 2.616 -4.460
C 1.980 3.073 -3.836
C 1.465 1.869 -3.031
C 2.731 1.061 -2.765
H 1.223 3.348 -4.566
H 2.247 3.897 -3.173
H 0.642 1.298 -3.455
H 1.025 2.252 -2.107
H 2.451 0.010 -2.753
H 3.118 1.348 -1.792
O 2.623 1.836 1.953
C 2.737 2.941 1.461
O 2.846 4.013 2.230
C 2.934 5.240 1.462
C 2.633 4.801 0.023
C 2.883 3.311 0.019
H 3.948 5.607 1.600
H 2.147 5.888 1.838
H 3.229 5.390 -0.676
H 1.606 5.057 -0.244
H 3.904 3.070 -0.288
H 2.197 2.661 -0.522
O -1.138 3.897 -2.642
C -1.334 3.464 -1.552
O -0.665 3.944 -0.462
C -1.112 3.298 0.734
C -2.437 2.622 0.379
C -2.318 2.374 -1.114
H -1.266 3.923 1.614
H -0.311 2.590 0.971
H -3.244 3.350 0.503
H -2.665 1.781 1.024
H -3.235 2.499 -1.682
H -1.833 1.430 -1.380
O -1.481 -5.296 1.924
C -2.310 -4.553 1.521
O -3.473 -4.997 0.963
C -4.332 -3.929 0.635
C -3.453 -2.667 0.643
C -2.296 -3.038 1.572
H -5.096 -3.842 1.415
H -4.787 -4.062 -0.345
H -4.000 -1.814 1.047
H -3.128 -2.437 -0.372
H -2.484 -2.663 2.572
H -1.325 -2.722 1.195
```